{
  "formula": "C5H14",
  "method": "ωB97M-V with the def2-TZVPD basis set",
  "spin_multiplicity": 2,
  "total_energy_ha": -198.471830,
  "lumo_energy_ev": [-2.94, -10.40],
  "e_above_lowest_kcal_mol": 9.50,
  "charge": 1,
  "elements": ["C", "C", "H", "H", "H", "H", "H", "H", "C", "C", "C", "H", "H", "H", "H", "H", "H", "H", "H"],
  "coordinates": [[1.620, 1.574, -0.083], [2.913, 0.831, -0.425], [1.126, 1.946, -0.988], [0.958, 0.889, 0.459], [1.825, 2.393, 0.599], [2.895, -0.234, -0.206], [3.714, 1.211, 0.236], [3.234, 1.034, -1.451], [-1.721, -0.557, 0.762], [-1.564, 0.130, -0.509], [-1.807, -2.148, 0.485], [-0.866, -0.374, 1.429], [-2.610, -0.212, 1.281], [-2.458, 0.607, -0.911], [-2.832, -2.324, 0.155], [-1.160, -2.468, -0.319], [-1.127, -0.484, -1.355], [-0.626, 0.795, -0.584], [-1.515, -2.610, 1.426]],
  "forces_ev_per_a": [[0.0, -0.5, 0.0], [0.8, 0.5, 0.3], [0.0, 0.1, 0.2], [-0.1, 0.1, 0.1], [-0.3, 0.3, -0.1], [-0.2, -0.1, -0.4], [-0.3, -0.1, -0.3], [-0.1, -0.3, 0.2], [0.1, 1.7, 0.8], [-0.7, -0.4, -1.1], [0.0, -0.2, -0.5], [0.1, -0.7, 0.0], [-0.1, -0.2, 0.1], [0.1, 0.0, 0.1], [0.0, 0.1, 0.2], [0.3, -0.2, 0.0], [0.2, 0.2, 0.1], [0.2, -0.3, 0.4], [-0.1, 0.1, 0.0]],
  "nbo_charge": [-0.6057, -0.6207, 0.2105, 0.1755, 0.2439, 0.2127, 0.2333, 0.2257, -0.3706, -0.5478, -0.4755, 0.2842, 0.2599, 0.2661, 0.2598, 0.2333, 0.3444, 0.3944, 0.2767]
}

{
  "formula": "C5H14",
  "method": "ωB97M-V with the def2-TZVPD basis set",
  "spin_multiplicity": 2,
  "total_energy_ha": -198.471021,
  "lumo_energy_ev": [-3.29, -10.64],
  "e_above_lowest_kcal_mol": 10.01,
  "charge": 1,
  "elements": ["C", "C", "H", "H", "H", "H", "H", "H", "C", "C", "C", "H", "H", "H", "H", "H", "H", "H", "H"],
  "coordinates": [[0.568, 1.322, -2.452], [0.527, 0.128, -3.415], [0.302, 2.264, -2.917], [-0.217, 1.189, -1.695], [1.571, 1.460, -2.061], [1.520, -0.119, -3.787], [-0.108, 0.316, -4.281], [0.165, -0.773, -2.934], [-0.049, -0.634, 1.638], [-0.410, -1.688, 2.672], [-0.747, 0.695, 1.968], [1.030, -0.298, 1.626], [-0.206, -1.036, 0.619], [-0.762, -2.631, 2.240], [-0.509, 1.440, 1.209], [-1.108, -1.381, 3.443], [0.612, -1.876, 3.089], [-1.768, 0.388, 2.165], [-0.411, 1.234, 2.872]],
  "forces_ev_per_a": [[-0.5, -0.2, -0.2], [0.2, 0.2, -0.3], [0.1, 0.1, -0.4], [0.5, 0.1, 0.3], [-0.1, -0.1, 0.5], [0.0, 0.1, -0.1], [0.0, 0.0, 0.1], [-0.2, -0.2, 0.2], [-0.3, 0.1, 0.3], [-0.5, -0.5, -0.8], [0.7, 0.1, 0.9], [-0.2, 0.3, -0.5], [0.5, -0.3, 0.1], [0.2, 0.3, 0.1], [0.0, -0.2, -0.6], [0.3, 0.2, 0.3], [-0.1, 0.1, 0.1], [-0.4, 0.3, -0.1], [-0.2, -0.2, 0.1]],
  "nbo_charge": [-0.6163, -0.6120, 0.2228, 0.1734, 0.2081, 0.2147, 0.2202, 0.1915, -0.3283, -0.5684, -0.5400, 0.3639, 0.3299, 0.2645, 0.3059, 0.2564, 0.3270, 0.2866, 0.3001]
}